(P)
Here is a cluster of 2 separate species, C4H14N3 in total from OMol25. Energies are from wB97M-V/def2-TZVPD.

The charge is +1.

XYZ file:
```
21
C4H14N3 wB97M-V/def2-TZVPD
C 0.82 0.81 2.28
N 1.17 -0.03 1.10
C 1.32 -1.48 1.41
H 0.83 1.89 2.04
H -0.19 0.59 2.61
H 1.55 0.67 3.08
H 2.02 0.31 0.65
H 0.47 0.12 0.32
H 2.15 -1.63 2.10
H 1.45 -1.99 0.47
H 0.41 -1.81 1.93
C 0.71 -0.04 -1.96
N -0.41 0.59 -1.30
C -1.63 -0.06 -1.24
N -2.62 0.41 -0.59
H 1.60 0.57 -1.86
H 0.87 -1.07 -1.65
H 0.49 -0.11 -3.05
H -0.56 1.59 -1.24
H -1.66 -1.02 -1.77
H -3.44 -0.11 -0.89
```

=====

(Q)
Here is the ion C4H14N3 with charge +1 from OMol25. Energies are from wB97M-V/def2-TZVPD.

The charge is +1. The structure (SMILES) is NCC[C@H]([NH3+])CN.

XYZ file:
```
21
C4H14N3 wB97M-V/def2-TZVPD
N -0.63 1.58 1.82
C -1.62 0.61 1.29
C -0.97 -0.55 0.53
C 0.43 -0.17 -0.06
N 0.26 1.03 -0.87
C 0.84 -1.35 -0.97
N 2.12 -1.04 -1.62
H -1.07 2.19 2.51
H 0.02 1.01 2.35
H -2.31 1.14 0.61
H -2.30 0.30 2.09
H -1.62 -0.77 -0.32
H -0.87 -1.46 1.11
H 1.17 0.04 0.71
H 1.09 1.33 -1.39
H -0.02 1.80 -0.23
H -0.44 0.89 -1.62
H 0.08 -1.39 -1.76
H 0.83 -2.31 -0.47
H 2.90 -1.49 -1.15
H 2.11 -1.37 -2.56
```

=====

Going by the energies, (Q) is most stable and the next is 92.0 kJ/mol up.

=====

(P)
Here is a cluster of 2 separate species, C4H14N3 in total from OMol25. Energies are from wB97M-V/def2-TZVPD.

The charge is +1.

XYZ file:
```
21
C4H14N3 wB97M-V/def2-TZVPD
C -0.55 -1.19 -2.65
C -0.93 -1.43 -0.23
N -1.40 -1.18 -1.45
N 0.30 -1.88 -0.05
N -1.79 -1.14 0.75
H -2.30 -0.78 -1.64
H 0.89 -1.99 -0.86
H 0.56 -2.59 0.62
H -2.45 -0.38 0.67
H -1.58 -1.28 1.73
H 0.07 -2.07 -2.56
H 0.15 -0.33 -2.62
H -1.02 -1.12 -3.62
C 1.22 2.24 2.26
C 1.25 2.08 0.74
H 0.50 2.98 2.63
H 0.94 1.29 2.74
H 2.26 2.31 2.58
H 2.14 1.58 0.36
H 1.37 3.12 0.40
H 0.36 1.76 0.21
```

=====

(Q)
Here is a cluster of 2 separate species, C4H14N3 in total from OMol25. Energies are from wB97M-V/def2-TZVPD.

The charge is +1.

XYZ file:
```
21
C4H14N3 wB97M-V/def2-TZVPD
C 2.66 -0.29 0.21
C -1.44 1.59 0.61
C -1.12 -1.18 1.01
C -0.83 0.77 -0.48
N -0.51 1.21 -1.69
N -0.79 -0.54 -0.26
N -0.61 -1.33 -1.41
H 3.38 -0.17 -0.63
H 1.72 -0.05 -0.14
H 2.66 -1.40 0.31
H -1.41 2.74 0.34
H -2.50 1.59 0.88
H -0.89 1.59 1.52
H -0.37 -1.24 1.84
H -1.95 -0.50 1.47
H -1.59 -2.16 0.84
H -0.24 0.51 -2.34
H -0.74 2.04 -2.14
H 3.14 0.31 1.08
H -1.52 -1.86 -1.51
H 0.21 -1.99 -1.34
```

=====

(R)
Here is a cluster of 2 separate species, C4H14N3 in total from OMol25. Energies are from wB97M-V/def2-TZVPD.

The charge is +1.

XYZ file:
```
21
C4H14N3 wB97M-V/def2-TZVPD
C 1.39 -1.96 0.46
C -0.54 -1.62 1.92
N 0.70 -1.45 1.64
H 2.18 -2.65 0.76
H 1.81 -1.09 -0.07
H 0.68 -2.45 -0.20
H -1.15 -2.15 1.21
H -0.97 -1.21 2.87
H 1.27 -0.87 2.27
C 0.83 1.08 -1.56
N 0.17 1.73 -0.43
C -1.18 1.17 -0.16
N -2.21 1.62 -1.08
H 1.89 1.42 -1.57
H 0.80 -0.04 -1.54
H 0.35 1.38 -2.48
H 0.72 1.61 0.39
H -1.46 1.50 0.85
H -1.15 0.04 -0.13
H -2.16 2.67 -1.14
H -1.98 1.28 -2.02
```

=====

Going by the energies, (P) is most stable and the next is 150.7 kJ/mol up.

=====

(P)
Here is a cluster of 2 separate species, C4H14N3 in total from OMol25. Energies are from wB97M-V/def2-TZVPD.

The charge is +1.

XYZ file:
```
21
C4H14N3 wB97M-V/def2-TZVPD
C 1.39 1.40 0.14
C 0.88 -0.97 0.09
N 1.64 0.04 -0.38
N 0.19 -0.94 1.24
N 1.02 -2.18 -0.48
H 1.67 -0.11 -1.36
H 0.02 -0.02 1.61
H -0.65 -1.50 1.32
H 1.76 -2.28 -1.15
H 0.85 -3.02 0.04
H 0.72 1.51 0.98
H 1.06 2.09 -0.63
H 2.36 1.69 0.55
C -1.74 1.65 -0.47
C -2.78 0.54 -0.10
H -2.36 2.46 -0.83
H -1.15 1.91 0.39
H -1.18 1.19 -1.28
H -2.26 -0.41 -0.08
H -3.66 0.55 -0.73
H -3.21 0.73 0.89
```

=====

(Q)
Here is a cluster of 2 separate species, C4H14N3 in total from OMol25. Energies are from wB97M-V/def2-TZVPD.

The charge is +1.

XYZ file:
```
21
C4H14N3 wB97M-V/def2-TZVPD
C -0.77 2.50 1.47
C -2.14 1.61 1.69
H -0.55 3.24 2.26
H 0.05 1.86 1.31
H -1.06 3.16 0.65
H -2.76 2.09 2.34
H -2.77 1.44 0.94
H -1.79 0.65 1.98
C 1.46 -0.42 0.57
C 0.62 -1.64 -1.40
N 0.42 -0.84 -0.38
N 1.45 -2.72 -1.57
N -0.08 -1.28 -2.53
H -0.53 -0.55 -0.36
H 1.82 -3.19 -0.86
H 1.83 -2.79 -2.52
H -0.54 -0.38 -2.63
H 0.00 -1.93 -3.37
H 1.76 -1.15 1.16
H 1.17 0.50 1.16
H 2.40 -0.16 0.08
```

=====

Going by the energies, (P) is most stable and the next is 121.5 kJ/mol up.